Entry 1:
Computed, not measured: 2 unconnected molecules or ions with the total composition C2H10N2O, with wB97M-V/def2-TZVPD.

Summary:
SMILES = NCCN.O
ΔE to the lowest compared entry with this formula, charge and spin = 17.7 kJ/mol
Highest occupied orbital energy = -0.357 Eh

Geometry (Å):
H  -1.5277  0.7625  0.0343
N  0.5419  0.8019  -0.2258
C  -0.7116  0.0398  -0.0042
H  -1.7990  -1.0059  1.5294
H  0.9040  -1.9328  1.0043
H  -0.2185  -2.6350  1.9342
H  1.3223  0.2732  0.1432
N  -0.0991  -2.0845  1.0927
H  0.8909  1.3726  -2.1853
H  -0.3163  -0.2100  2.1028
O  1.4017  1.9154  -2.8197
C  -0.7619  -0.7759  1.2801
H  0.5179  1.6669  0.2956
H  0.7409  2.4138  -3.3227
H  -0.8854  -0.6019  -0.8589


Entry 2:
Computed, not measured: a molecular structure, C25H32BFeO4 at a distorted geometry, with wB97M-V/def2-TZVPD.

Summary:
Spin multiplicity = 6
Highest occupied orbital energy (alpha / beta) = -0.173 / -0.314 Eh

Geometry (Å):
H  3.3538  -1.0291  0.3120
C  5.3907  -2.5405  -3.4982
C  1.4897  1.9684  -1.5878
O  5.1429  -1.2086  -2.8967
C  -0.4140  0.6246  -1.2833
C  -5.9811  -1.2541  0.7712
H  7.1529  0.3891  -5.1312
C  1.8740  -4.0905  -3.5223
C  2.3974  -2.1199  -2.4487
H  -1.1821  -0.1282  -1.4563
H  0.8539  3.5510  -0.1061
H  -7.0340  -1.0007  0.9246
H  3.0667  -1.2535  -2.5458
C  2.1484  0.4271  1.5918
H  7.2157  0.4982  -1.9910
H  7.5245  -1.2458  -1.7107
H  1.4352  -1.7614  -2.0412
O  2.1243  -2.6783  -3.7568
O  -2.5089  -0.1950  1.5998
H  2.4076  2.3787  -2.0014
H  4.0951  -3.0346  -1.5433
C  2.6127  -4.5144  -2.2365
C  2.3844  -0.6599  0.6472
H  0.1861  1.1804  2.4825
C  -0.4971  1.7501  -0.3662
C  -4.2960  -2.6914  -0.2442
H  0.8990  -2.1177  -0.2704
H  -1.3474  2.0015  0.2627
C  -4.9880  -0.4495  1.3575
H  1.1155  0.1529  -2.8897
C  0.8079  0.7767  -2.0566
C  0.0859  -0.7871  1.3511
H  -5.2317  0.4310  1.9352
C  6.2264  0.2711  -4.5565
H  -3.9986  -3.5218  -0.8753
H  5.4278  -0.0046  -5.2527
H  8.4379  -0.3652  -2.9489
C  0.7133  0.5116  1.8026
B  -1.4434  -0.9764  1.1055
H  2.9171  1.0353  2.0824
H  -6.4261  -2.9749  -0.4459
H  0.7899  -4.2837  -3.3828
H  0.1659  -1.5057  2.1916
H  6.7303  -2.2096  -5.2181
C  -3.3213  -1.9205  0.3753
C  -5.6387  -2.3564  -0.0098
C  7.4576  -0.4551  -2.4642
H  2.6527  -3.1342  -0.5276
H  5.4809  -3.3228  -2.7315
C  3.0131  -3.1941  -1.5521
H  7.5817  -2.6839  -3.6813
C  0.6692  2.5787  -0.5672
C  -3.6611  -0.8034  1.1546
H  5.9956  1.2226  -4.0719
O  -1.9558  -2.0675  0.3471
C  1.0846  -1.2263  0.3169
C  6.7220  -2.1854  -4.1297
H  2.2213  -4.6564  -4.4039
H  3.4718  -5.1375  -2.5074
Fe  1.1548  0.6622  -0.1042
H  4.6046  -2.7924  -4.2212
C  6.4118  -0.7990  -3.5013
H  1.9527  -5.0782  -1.5664


Entry 3:
Computed, not measured: a single C3H9NO3 molecule at a distorted geometry, with wB97M-V/def2-TZVPD.

Summary:
SMILES = CC(C)(O)ONO
ΔE to the lowest compared entry with this formula, charge and spin = 378.1 kJ/mol
Highest occupied orbital energy = -0.351 Eh

Geometry (Å):
H  -0.4260  0.6263  -1.8020
O  0.6304  -1.0905  -0.0458
N  1.9487  -0.7562  0.3944
H  0.6291  1.5473  -0.7330
H  -1.7093  -1.6059  0.9762
C  -1.6927  -0.8794  0.1694
C  -0.3654  -0.1284  0.2066
H  1.7597  -0.1597  1.2501
H  -1.7765  -1.4041  -0.7779
O  -0.0913  0.3803  1.5533
H  2.9858  -0.4588  -1.1876
C  -0.3243  1.0262  -0.7964
H  -1.1437  1.7166  -0.6055
H  -2.5210  -0.1863  0.2797
O  2.5733  0.1159  -0.5277
H  -0.4768  1.2565  1.6463


Entry 4:
Computed, not measured: 2 unconnected molecules or ions with the total composition C5H10O2, with wB97M-V/def2-TZVPD.

Summary:
SMILES = C/C=C\O.CC=O
ΔE to the lowest compared entry with this formula, charge and spin = 245.1 kJ/mol
Highest occupied orbital energy = -0.317 Eh

Geometry (Å):
H  -1.1529  0.7276  1.6002
C  -1.8275  0.7121  0.7442
H  -2.4769  -0.1697  0.7471
H  1.8764  -0.4081  -1.4828
C  0.1300  -1.2872  0.4257
O  -0.1606  1.6362  -0.6966
H  -1.8279  0.7577  -1.4319
C  -1.1895  1.0182  -0.5620
H  -2.4361  1.6289  0.7332
H  2.2728  1.0372  -0.5481
H  -0.0680  -1.2200  -1.4795
H  1.2987  -0.0242  1.5608
C  1.1511  -0.4469  0.5699
C  2.1400  -0.0463  -0.4825
H  -0.4471  -1.6500  1.2711
H  3.1041  -0.4966  -0.2194
O  -0.3866  -1.7688  -0.7493


Entry 5:
Computed, not measured: 10 unconnected molecules or ions with the total composition C42H98F6N4O19P at a distorted geometry, with wB97M-V/def2-TZVPD.

Summary:
Net charge = -1
ΔE to the lowest compared entry with this formula, charge and spin = 0.0 kJ/mol
Highest occupied orbital energy = -0.257 Eh

Geometry (Å):
H  8.3946  7.8043  -3.9014
F  6.8834  3.7667  -7.0160
H  6.1730  -2.0848  -6.1419
H  2.7526  4.2475  -1.0795
H  8.7543  2.0933  -2.6068
H  11.0506  1.6785  -6.9959
C  10.1499  3.8546  -1.3549
H  10.7005  8.7458  -4.0702
H  2.2807  4.9954  -6.2558
C  5.2109  6.4176  -6.2643
H  5.8254  5.0536  -10.4955
O  2.8667  -3.5552  -5.1985
H  3.2044  4.4507  -7.5978
O  10.6984  2.7095  -1.9715
H  6.9417  -1.0896  -10.2377
C  6.9014  4.7621  -13.6494
H  10.8786  8.0807  -9.4834
H  10.8707  8.3954  -5.7842
F  5.5014  2.3383  -5.9200
C  12.2717  2.6160  0.4727
C  8.7586  5.6717  -8.5279
C  2.3810  2.5905  -4.0358
C  5.7063  -1.1375  -6.4218
C  12.6304  2.0438  1.8502
C  11.2584  4.5078  -0.5332
H  8.4809  0.6940  -12.3784
C  8.5979  1.4969  -9.8218
H  4.5553  4.6469  -2.3751
H  2.1656  -4.3617  -6.8992
O  13.6534  -2.2150  -5.7133
O  11.7971  5.2817  -4.3839
H  8.0810  6.2169  -4.7004
C  10.9790  7.9678  -4.7831
H  9.6363  -1.8082  -3.6083
H  6.7211  -4.6599  -5.3960
H  3.9240  -4.0399  -6.9428
H  16.8053  -2.5585  -4.7215
H  5.0699  5.3593  -12.7890
F  7.3075  1.5268  -4.6999
H  4.0017  8.0642  -7.7609
H  10.8757  5.4962  -0.2657
H  5.6201  0.1661  -8.1499
O  7.0111  3.7031  -12.7298
H  3.9939  5.0051  -3.9337
H  2.4207  7.4623  -7.2421
O  11.5755  2.0222  2.7948
H  11.6528  1.8549  -0.0147
H  9.2876  1.9355  -9.1027
C  6.1104  -0.7592  -7.8398
C  15.0405  -1.9303  -5.7262
H  7.8704  5.1998  -13.9220
H  13.7747  0.3956  -4.9327
H  2.7890  -2.7287  -7.1362
H  7.0881  2.0821  -13.9464
C  8.8369  -5.9658  -9.6718
O  8.6711  2.2838  -11.0103
C  7.7257  2.5800  -13.2084
H  6.1712  -0.3522  -5.8166
H  9.9814  0.9804  -2.9982
H  9.7747  1.1185  3.1662
H  10.0030  2.6883  -3.7404
C  16.5233  -1.7275  -2.3815
C  6.0464  5.8237  -12.9749
C  4.1209  4.1620  -3.2508
H  8.1942  -5.8533  -10.5576
H  10.0922  1.3988  1.4292
H  5.2530  -1.0068  -10.5578
H  2.2539  3.1174  -4.9755
H  4.6203  -0.7910  -4.2360
H  3.1968  6.7862  -8.6802
H  9.7769  4.8818  -4.2129
C  10.6164  5.5672  -4.4211
H  10.9382  0.1371  2.2804
F  6.8909  3.7882  -4.6612
N  2.8690  3.4664  -2.9876
C  10.1839  7.6379  -8.7707
H  9.7329  4.5010  -2.1363
C  2.9511  -3.6657  -6.6017
C  3.3091  4.9483  -6.6216
H  12.7474  2.1976  -6.5924
O  7.9172  -2.8088  -4.1550
H  11.8853  -1.9253  -4.7525
H  5.7898  6.5711  -13.7377
C  5.9830  6.1277  -10.6171
H  9.2054  5.3298  -7.5956
H  5.6338  5.5730  -5.7001
H  3.8687  4.1935  -6.0754
O  4.3128  -1.0925  -6.2310
C  3.9142  -2.8484  -4.5678
C  8.0125  1.6326  -12.0735
H  7.0012  1.4059  -11.6903
H  1.4142  2.1759  -3.7607
H  8.6686  2.9156  -13.6575
H  12.1099  4.6480  -1.2127
C  9.8185  2.0494  -2.8720
N  10.1228  6.8171  -4.6075
O  8.1751  -6.4717  -8.5483
H  16.5926  -2.7986  -2.1695
H  7.8290  6.2073  -8.2994
H  9.2858  3.5439  -0.7478
H  7.6041  1.7036  -9.4066
H  7.9801  -5.8615  -5.4535
F  7.3880  1.5318  -6.9440
C  3.9490  -1.3647  -4.8855
N  9.6002  6.4709  -9.3875
H  8.5095  7.5783  -5.6591
N  3.9806  6.2076  -6.7912
H  2.9384  -0.9636  -4.7714
C  8.6991  7.1137  -4.6881
H  12.2592  0.3349  -3.9491
H  9.5588  -4.0972  -4.4102
H  6.6996  6.5157  -9.8944
O  5.8149  7.4784  -6.3120
H  12.0258  7.6866  -4.6985
H  13.1603  2.5886  -0.1699
H  6.4815  4.4189  -14.6044
H  8.3114  -4.5946  -3.2859
C  8.4748  -4.1220  -4.2547
H  7.1797  -0.5758  -7.9468
H  4.9054  3.5354  -3.6662
C  12.8905  -1.4951  -4.7692
H  9.3153  -5.0010  -9.4831
C  15.7469  -2.3749  -4.4812
C  7.8097  -4.7740  -5.4508
C  2.3090  3.5160  -1.7698
H  8.3148  -0.7872  -4.2134
O  5.8101  -1.8682  -8.6988
C  8.8180  -1.7447  -4.3409
H  9.2804  -1.7471  -5.3354
O  8.2730  -4.2630  -6.6835
H  5.0462  6.6910  -10.5997
H  15.4279  -3.3854  -4.1950
H  3.0789  1.7515  -4.0875
F  8.6670  2.9941  -5.9291
H  17.5605  -1.3908  -2.5273
O  1.3336  2.8461  -1.4493
H  3.7515  -2.9822  -3.4970
C  12.7510  0.0018  -4.8657
C  11.8415  1.6958  -6.2430
H  13.3157  -1.7430  -3.7863
H  6.2890  -5.7743  -8.9626
H  5.9319  -2.5887  -10.5832
C  6.0100  -1.6344  -10.0656
H  15.4532  -2.5541  -6.5230
H  9.4435  8.3963  -8.4935
C  9.7650  6.1925  -10.7032
H  8.4170  4.8183  -9.1199
C  7.2892  -4.3219  -7.6970
H  12.9940  1.0129  1.7818
O  15.6406  -1.4440  -3.4219
C  7.0185  -5.7489  -8.1435
C  10.5414  1.1581  2.3967
H  13.4177  2.6823  2.2536
H  6.3499  -3.8440  -7.4166
H  9.5833  -6.7002  -9.9756
P  7.0678  2.6705  -5.8197
H  16.2833  -1.2133  -1.4494
H  7.6760  -3.7594  -8.5449
H  9.1778  5.3229  -11.0442
H  4.8942  -3.2776  -4.8180
H  15.2790  -0.9188  -6.0616
O  6.6890  6.3373  -11.8490
O  11.6757  3.8653  0.6314
H  8.7556  0.4287  -9.9759
O  12.0601  0.3040  -6.0644
H  10.6882  7.3751  -7.8402
O  10.4913  6.7853  -11.4766
H  11.3995  2.2525  -5.4133
H  6.6532  -6.3735  -7.3266
C  3.3849  7.1749  -7.6761


Entry 6:
Computed, not measured: 2 unconnected molecules or ions with the total composition C11H26N3O, with wB97M-V/def2-TZVPD.

Summary:
Net charge = +1
ΔE to the lowest compared entry with this formula, charge and spin = 0.0 kJ/mol
Highest occupied orbital energy = -0.462 Eh

Geometry (Å):
H  -0.1336  2.6046  2.6889
H  2.5394  0.4554  -3.1417
N  -3.4754  0.3196  -1.8979
H  -3.3896  -2.1720  -0.9633
H  2.3879  0.9513  2.1614
H  1.3529  -1.5129  -3.5222
H  -3.5332  -0.5044  -2.4886
C  2.6081  2.8162  3.1944
H  2.0349  3.4591  3.8677
H  -0.9689  -0.5082  -0.1660
H  -4.2818  0.8832  -2.1422
C  -0.9092  -1.5390  -1.9937
H  -2.8963  0.6324  0.0928
H  0.7311  2.5408  1.1500
C  1.7847  1.6020  2.8021
H  -0.3965  -2.4662  1.1621
H  -1.1132  -0.6958  -2.6477
H  -4.5102  -0.0472  -0.0611
C  -2.8924  -1.4588  -0.2945
C  0.5117  1.9839  2.0627
N  0.5518  -1.7364  -1.7534
H  0.9782  1.3110  4.5610
O  1.4854  0.7861  3.9299
H  1.7615  -2.5805  -0.3336
C  -3.5016  -0.0762  -0.4834
H  -3.0683  -1.7951  0.7294
C  -1.3921  -1.4480  -0.5486
C  1.7722  0.1831  -2.4182
C  -0.5253  -2.5599  0.0844
H  0.8601  0.7241  -2.6982
H  3.0697  -0.0149  -0.6967
C  0.7556  -2.3343  -0.6449
C  2.1908  0.5496  -1.0113
H  2.8843  3.4074  2.3203
H  -1.2531  -2.4782  -2.4425
H  2.4176  1.6135  -0.9466
H  3.5172  2.5093  3.7094
H  1.3895  0.3578  -0.2933
N  1.6014  -1.2830  -2.5631
H  -0.8947  -3.5634  -0.1644
H  -0.0510  1.0841  1.8007


Sequential E output: -7263.7393; -69691.1888; -10886.6629; -9440.5025; -115600.3135; -18339.2456 eV